Record 1
The following is a quantum chemistry calculation of one molecule with the formula C7H7N3S, from the Open Molecules 2025 dataset.

Structure (XYZ):
```
18
Properties=species:S:1:pos:R:3:forces:R:3
S 2.31798 0.16108 1.58617 -1.3 -1.1 0.9
N -0.50774 -1.58236 -0.75687 -3.0 -0.6 -2.1
N 1.07377 1.79283 -0.14737 1.2 0.8 0.1
N 4.17168 0.90270 -1.39307 -0.7 0.0 0.5
C 0.23534 0.88495 0.10133 -1.4 1.4 -0.1
C 3.36039 1.14762 -0.60929 0.6 0.7 -0.3
C -1.16494 0.86723 -0.60266 2.2 0.0 -0.8
C 0.52521 -1.52921 0.11667 3.9 -0.9 2.5
C 0.62274 -0.23492 0.96943 0.4 -1.4 -0.1
C 2.42235 1.54481 0.47128 -0.6 -0.3 -1.3
C -1.24795 -0.62236 -1.10788 0.4 1.9 -0.9
H -1.17583 1.71232 -1.41032 0.2 -2.0 1.0
H 2.84253 2.37624 1.03994 -0.3 0.3 -0.5
H -1.86538 -0.64287 -2.02355 -0.1 -0.9 0.7
H 1.45667 -1.70431 -0.46961 -0.3 0.7 0.0
H -0.09194 -0.41569 1.75877 -0.1 0.4 0.6
H -2.04622 1.08961 -0.02546 -0.1 0.0 0.9
H 0.70836 -2.42277 0.81822 -1.2 1.0 -0.9
```
Positions in Å, forces in eV/Å.

## Properties
DFT total energy (Ha): -833.32092
Energy above the lowest of the compared OMol25 structures with the same formula, charge and spin (eV): 3.089
SMILES string: N#C[C@H]1N=C2CC=NC[C@H]2S1
HOMO-LUMO gap (hartree): 0.3557

Record 2
The following is a quantum chemistry calculation of C34H59N7O6Si2Y as an isolated structure, from the Open Molecules 2025 dataset.

Structure (XYZ):
```
109
Properties=species:S:1:pos:R:3:forces:R:3
Y -0.15994 0.27181 -0.23038 0.5 -0.9 0.6
Si -0.61144 3.67835 0.91235 -0.1 -0.1 -0.1
Si -2.57005 2.62543 -1.44230 0.0 -0.1 0.1
O -2.06000 -0.73178 0.52213 0.4 0.2 -0.2
O 2.01387 1.09865 0.62863 -0.3 0.0 -0.2
O 0.16403 -0.30739 2.02015 0.0 0.1 -0.1
O -6.04112 -1.58510 2.91544 -0.1 0.0 -0.1
O 2.65387 -1.07583 -0.69492 0.1 0.0 0.0
O 0.41886 -2.18916 -0.01604 0.0 0.1 -0.2
N 1.22513 1.12967 -2.31728 -0.2 -0.2 0.1
N -1.59319 -1.78294 -4.13192 0.1 0.1 0.3
N 4.12638 1.87073 0.78955 0.0 0.0 -0.1
N -1.05910 -1.06461 -2.16169 -0.2 0.4 -0.4
N -2.43695 -2.30597 -3.22346 -0.3 -0.1 -0.4
N 1.33684 -3.80221 1.26158 0.1 0.0 -0.1
N -0.77909 -1.03526 -3.48973 -0.1 -0.2 0.1
C -3.09330 -4.70387 -3.42329 -0.1 -0.1 0.0
C 1.81698 0.33564 -3.21969 0.0 0.0 0.1
C 0.96031 4.42481 0.19942 0.2 0.2 -0.1
C -4.03659 -1.16407 1.65943 0.0 0.0 0.2
C -2.64503 -0.89966 1.66047 0.0 0.1 -0.2
C -0.14957 3.01632 2.60547 0.1 -0.1 0.2
C -3.49842 -3.24454 -3.61282 0.2 0.2 0.1
C 1.41013 -2.71250 0.48724 -0.2 0.0 0.1
C 3.76561 2.91417 1.74732 0.1 -0.1 0.0
C -2.71740 -1.05801 4.09923 0.1 0.0 0.0
C -1.69705 5.17021 1.20942 -0.1 0.2 0.2
C 1.96384 3.02850 -3.56771 0.0 0.0 0.0
C 3.20894 1.02137 0.32681 0.0 0.0 0.2
C -2.85053 -5.04612 -1.95665 0.0 0.0 0.1
C 5.53108 1.79383 0.39852 -0.1 0.1 0.1
C -1.38451 2.30014 -0.05430 0.0 0.4 0.0
C -0.55954 -0.57575 3.00316 -0.1 0.0 -0.1
C -1.96568 -0.83595 2.91257 0.0 0.0 0.2
C 2.49961 0.82563 -4.31513 0.0 0.0 0.0
C 2.52650 -4.47266 1.77402 -0.1 0.0 0.1
C -6.78364 -1.59778 1.70223 0.1 0.0 0.1
C -2.10904 -1.84385 -2.02791 0.2 -0.2 0.2
C -1.83524 2.58264 -3.16845 0.1 0.0 -0.2
C 1.28961 2.44961 -2.50619 0.0 0.0 0.0
C -4.05177 -1.31333 4.08919 0.0 0.0 -0.1
C -1.89311 -5.07427 -4.28697 0.1 0.0 0.0
C 0.13692 -0.60812 4.33932 0.0 0.0 0.1
C 0.03622 -4.40975 1.52687 0.1 0.0 0.0
C 3.66726 -0.10575 -0.59454 0.1 0.1 0.0
C -3.89483 1.29280 -1.39518 -0.2 -0.1 0.0
C -4.71844 -1.35545 2.84094 -0.1 0.0 -0.1
C 2.57752 2.19962 -4.49028 0.1 0.0 -0.1
C -3.51513 4.23750 -1.38370 -0.1 0.2 0.0
C 2.77590 -2.08547 0.28435 0.0 0.0 0.0
H -2.88362 5.10488 -1.59159 0.0 0.0 0.0
H -2.05732 -4.83402 -5.33855 0.0 0.0 0.0
H 1.20079 -0.45780 4.17763 0.0 0.0 0.0
H 3.10291 -1.66878 1.24541 0.0 0.0 0.0
H -1.68507 -6.14214 -4.21248 0.0 0.0 0.0
H 3.04392 -5.04445 1.00154 0.0 0.0 0.0
H -2.60414 -2.05155 -1.09405 0.0 0.0 0.0
H -2.08023 1.90474 0.71524 0.0 -0.1 0.0
H -2.66921 -6.11505 -1.83961 0.0 0.0 0.0
H -0.23955 0.19387 4.97757 0.0 0.0 0.0
H -0.99681 -4.53939 -3.96167 0.0 0.0 0.0
H -2.66785 2.66146 -3.87538 0.1 0.0 0.0
H -2.21485 -1.01238 5.05627 0.0 0.0 0.0
H -1.22004 5.82808 1.94381 0.0 0.0 0.0
H -1.28907 1.66552 -3.40540 0.0 0.0 0.0
H -0.05140 -4.61609 2.59319 0.0 0.0 0.0
H -4.37447 -2.99224 -3.01608 0.0 0.0 0.0
H -3.96121 -5.27438 -3.76819 0.0 0.0 0.0
H -4.55462 1.37686 -2.26434 0.0 0.0 0.0
H -4.61944 -1.46838 4.99547 0.0 0.0 0.0
H 1.74054 -0.72779 -3.04539 0.0 0.0 0.0
H -4.50621 1.40788 -0.49307 0.0 0.0 0.0
H -4.53079 -1.16653 0.69915 0.0 0.0 0.0
H -1.17274 3.43137 -3.36326 0.0 0.0 0.0
H -6.70078 -0.64009 1.18523 0.0 0.0 0.0
H 1.74271 3.69560 -0.01720 0.0 0.0 0.0
H 3.21984 -3.76293 2.22396 0.0 0.0 0.0
H -0.03226 -1.55063 4.86121 0.0 0.0 0.0
H 0.34440 3.78143 3.21265 0.0 0.0 0.0
H 4.60502 -0.54335 -0.24538 0.0 0.0 0.0
H -1.85839 5.75186 0.30048 0.0 0.0 0.0
H -1.05274 2.70038 3.13981 0.1 0.0 0.0
H 1.98339 4.10496 -3.66737 0.0 0.0 0.0
H 2.73264 2.78516 2.05164 0.0 0.0 0.0
H 3.10362 2.61532 -5.34003 0.0 0.0 0.0
H 4.41899 2.83685 2.61709 0.0 0.0 0.0
H -4.29422 4.20719 -2.15288 0.0 0.0 0.0
H -1.96672 -4.52841 -1.57108 0.0 0.0 0.0
H -3.99957 4.40111 -0.41876 0.0 0.0 0.0
H -3.71834 -3.02442 -4.65478 0.0 0.0 0.0
H 1.34730 5.12177 0.95089 0.0 0.0 -0.1
H 0.76777 5.01022 -0.70604 0.0 0.0 0.0
H -3.47680 0.28555 -1.36205 0.0 0.0 0.0
H 3.50862 -2.83612 -0.02675 0.0 0.0 0.0
H -7.81560 -1.77382 1.98640 0.0 0.0 0.0
H 0.76986 3.05736 -1.78029 0.0 0.0 0.0
H 2.94846 0.13732 -5.01785 0.0 0.0 0.0
H 2.21581 -5.16268 2.55423 0.0 0.0 0.0
H 3.84642 0.30937 -1.58789 0.0 0.0 0.0
H 3.88809 3.89891 1.29640 0.0 0.0 0.0
H -6.44010 -2.40022 1.04605 0.0 0.0 0.0
H -2.67782 4.88861 1.60199 0.0 0.0 0.0
H -3.70332 -4.78230 -1.32583 0.0 0.0 0.0
H 5.96354 2.78643 0.50185 0.0 0.0 0.0
H 0.51725 2.15227 2.53683 0.0 0.0 0.0
H -0.74698 -3.72004 1.22901 0.0 0.0 0.0
H 6.09308 1.10742 1.03494 0.0 0.0 0.0
H 5.64305 1.49880 -0.64209 0.0 0.0 0.0
H -0.07369 -5.34621 0.97629 0.0 0.0 0.0
```
Positions in Å, forces in eV/Å.

## Properties
DFT total energy (Ha): -2783.05822
Energy above the lowest of the compared OMol25 structures with the same formula, charge and spin (eV): 0.007
HOMO-LUMO gap (hartree): 0.2913
Total charge: +1

Record 3
The following is a quantum chemistry calculation of C42H33F4N9O4P2SSeZr as an isolated structure, from the Open Molecules 2025 dataset.

Structure (XYZ):
```
97
Properties=species:S:1:pos:R:3:forces:R:3
Zr -0.75353 -0.92088 -1.57180 -0.5 -0.3 -1.0
Se -3.13076 -0.80518 -3.16721 1.0 -0.4 0.0
S -2.34765 1.93728 5.51835 0.1 0.0 0.0
P -0.77729 1.69424 -0.33889 0.4 -0.5 0.0
P -1.80390 -0.53255 0.85471 0.1 0.0 -0.3
F 8.53064 -0.41069 0.13554 -0.1 0.0 0.0
F 6.10090 -1.00460 -3.90260 0.0 0.0 0.0
F 6.26177 -0.36442 1.48124 0.0 0.0 -0.1
F 3.84269 -0.95475 -2.54277 0.1 0.0 0.0
O -3.48150 -1.58264 -4.50135 -0.1 -0.3 -0.4
O -2.59127 -1.90640 -1.97183 0.2 0.4 0.4
O -1.51567 -0.15507 -3.30806 -0.1 0.2 0.9
O -4.10792 0.27190 -2.55104 -0.4 0.4 0.2
N 8.80488 -1.11544 -5.19787 0.0 0.0 0.1
N 1.43170 -0.79778 -0.75921 -0.3 0.1 -0.1
N 3.41100 -0.26471 2.74916 0.0 0.0 -0.1
N 0.23123 -2.57169 -2.64987 -0.5 0.0 0.2
N -1.11023 -6.13775 -5.32265 0.0 0.0 0.0
N -0.33380 -4.60624 -3.85521 0.1 -0.1 0.2
N 10.96533 -0.58009 -1.61174 0.0 0.0 -0.1
N -1.14161 0.98329 1.17520 -0.2 -0.1 -0.1
N -2.18986 -4.11376 -5.22389 0.0 0.0 0.0
C 8.61828 -0.76634 -2.65326 -0.3 0.1 0.1
C 5.00426 -0.82914 -1.90019 0.0 0.0 -0.2
C -2.15570 5.48475 0.03495 0.0 0.0 0.0
C -1.22919 -4.91976 -4.80142 0.0 0.1 -0.1
C -2.63574 2.27898 2.75660 0.0 0.0 0.0
C -0.13098 -3.51912 -3.25604 0.3 0.2 -0.1
C -4.54498 -0.30732 0.82608 0.0 0.0 0.0
C 4.96586 -0.66511 -0.47669 -0.2 0.0 0.2
C -4.86253 -1.65297 3.25189 0.0 0.0 0.0
C 2.51285 -0.73536 -0.37863 -0.2 0.0 -0.2
C -2.62629 3.01779 4.09282 0.0 0.0 0.0
C 8.68711 -0.94717 -4.06756 0.0 -0.1 -0.3
C -1.78726 3.16683 -0.48863 0.1 0.1 0.0
C -3.43877 -0.80281 1.51439 0.2 -0.1 0.2
C 1.43676 2.64410 -1.58572 0.0 0.1 0.1
C 2.74901 3.06587 -1.71953 0.0 0.0 0.0
C 1.09714 -3.94519 1.66812 0.0 0.0 0.0
C 3.09542 2.72167 0.63716 0.0 0.0 0.0
C 0.94268 2.26572 -0.33413 -0.1 0.1 0.0
C 7.44549 -0.72442 -1.95657 0.3 0.0 -0.2
C 0.37959 -1.71537 2.24164 0.0 0.0 0.0
C -5.80851 -0.47704 1.36719 0.0 0.0 0.0
C 3.78499 -0.62499 0.22890 0.2 0.0 -0.1
C 1.77917 2.29361 0.77512 0.1 0.0 0.0
C 6.24228 -0.52550 0.16592 0.1 0.0 0.1
C 3.57811 3.10976 -0.60374 0.0 0.0 0.0
C -3.59363 -1.48311 2.72449 0.0 0.0 0.0
C -3.45321 5.37747 -0.45147 0.0 0.0 0.0
C 7.40012 -0.54934 -0.52008 0.0 0.0 0.2
C -0.70832 -1.85871 1.38619 -0.1 0.0 0.1
C -0.88817 -3.04747 0.65704 0.1 0.1 0.1
C -3.08105 3.06554 -0.99540 0.0 -0.1 0.0
C 6.15373 -0.85576 -2.59694 -0.2 0.0 -0.1
C 0.02362 -4.08593 0.80066 0.0 0.0 0.0
C -4.01494 1.29641 5.74146 -0.1 0.0 0.0
C 9.90343 -0.64335 -2.04583 0.2 0.0 0.2
C -3.91106 4.17421 -0.97370 0.0 0.0 0.0
C 1.26983 -2.76896 2.39023 0.0 0.0 0.0
C -1.25330 1.70889 2.46223 0.0 0.0 0.0
C 3.65299 -0.42952 1.63734 0.1 0.1 0.2
C -1.31652 4.38217 0.01243 0.0 0.0 0.0
C -5.96530 -1.14328 2.57610 0.0 0.0 0.0
H -4.70814 2.10666 5.96385 0.0 0.0 0.0
H -1.71369 -6.47011 -6.05441 0.0 0.0 0.0
H -3.37816 1.47971 2.78882 0.0 0.0 0.0
H -0.30108 4.47239 0.37894 0.0 0.0 0.0
H -3.43102 2.13364 -1.42360 0.0 0.0 0.0
H 3.11763 3.37283 -2.68971 0.0 0.0 0.0
H -2.83100 -4.41837 -5.93860 0.0 0.0 0.0
H -4.42112 0.18570 -0.13056 0.0 0.0 0.0
H -1.79653 6.42801 0.42417 0.0 0.0 0.0
H -3.98723 0.62140 6.59474 0.0 0.0 0.0
H -0.11887 -5.00394 0.24575 0.0 0.0 0.0
H 0.78787 2.62803 -2.45617 0.0 0.0 0.0
H -2.37419 -3.19252 -4.83780 0.0 0.0 0.1
H 0.54129 -0.79039 2.78122 0.0 0.0 0.0
H -6.95637 -1.27626 2.98978 0.0 0.0 0.0
H -0.53190 2.52779 2.44348 0.0 0.0 0.0
H -2.93165 2.96189 1.95566 0.0 0.0 0.0
H -2.72984 -1.87649 3.24845 0.0 0.0 0.0
H -3.56522 3.55310 4.23913 0.0 0.0 0.0
H 1.80012 -4.75851 1.79262 0.0 0.0 0.0
H -4.91300 4.10064 -1.37528 0.0 0.0 0.0
H -0.35109 -6.72074 -5.01398 0.0 0.0 0.0
H -1.83469 3.77035 4.10951 0.0 0.0 0.0
H 3.73657 2.75656 1.50901 0.0 0.0 0.0
H 2.10307 -2.67008 3.07386 0.0 0.0 0.0
H -6.67430 -0.10099 0.83884 0.0 0.0 0.0
H -4.10585 6.24036 -0.43735 0.0 0.0 0.0
H -1.76972 -3.18141 0.03160 0.0 0.0 0.0
H 1.43185 1.97522 1.74851 0.0 0.0 0.0
H -4.36048 0.74177 4.86948 0.0 0.0 0.0
H 4.59800 3.46059 -0.70108 0.0 0.0 0.0
H -0.95023 1.03136 3.26251 0.0 0.0 0.0
H -4.99341 -2.18097 4.18703 0.0 0.0 0.0
```
Positions in Å, forces in eV/Å.

## Properties
DFT total energy (Ha): -6342.38608
Energy above the lowest of the compared OMol25 structures with the same formula, charge and spin (eV): 0.000
HOMO-LUMO gap (hartree): 0.1631
Total charge: +2

Record 4
The following is a quantum chemistry calculation of C31H22Br2IN8OSeTl as an isolated structure, from the Open Molecules 2025 dataset.

Structure (XYZ):
```
67
Properties=species:S:1:pos:R:3:forces:R:3
Tl 0.91399 -0.31859 -1.34081 0.3 0.7 -0.2
I -0.13766 1.98310 -5.26160 -0.1 -0.2 0.0
Br -2.20572 -4.97674 -1.80073 0.3 -0.1 0.3
Br 0.04249 -7.55479 2.60518 -0.1 0.5 -0.5
Se -1.29752 4.24917 5.34875 -0.1 0.1 0.2
O -0.62471 -2.70645 -0.72723 0.4 -0.8 1.0
N 1.70701 1.57583 0.65587 -0.1 -0.6 -0.2
N -0.95081 -0.48595 -3.81592 0.3 0.2 0.1
N 0.18301 4.19318 4.40457 0.6 0.1 -0.3
N -0.81796 0.44000 0.49478 0.2 0.0 0.0
N -2.06847 2.98689 4.39895 -0.4 -0.5 -0.3
N 0.47440 4.49268 -2.37671 -0.2 0.0 0.0
N 1.42974 -2.68144 1.20457 -0.5 -0.1 -0.4
N 0.75438 2.36774 -1.93582 -0.2 -0.2 0.1
C 2.29278 -2.65721 2.22821 0.1 -0.1 0.4
C 0.04023 3.27958 3.47495 -0.4 0.1 0.4
C -0.08853 3.37420 -1.85419 0.1 0.0 -0.1
C 1.58455 -4.81322 2.97580 -0.1 -0.2 0.0
C 1.05484 2.92872 2.50738 0.2 -0.2 -0.4
C -0.03483 -6.03788 1.53205 0.4 -0.1 0.7
C -3.01572 0.09705 1.37304 0.0 0.0 0.0
C 2.31367 3.53452 2.51047 -0.1 0.0 0.0
C 3.21167 -1.49725 2.35668 0.0 0.0 0.0
C -2.58906 -2.08574 -4.50842 0.2 0.0 0.2
C -1.51747 1.61048 2.46115 -0.1 -0.3 -0.4
C -1.24792 0.24319 -4.87889 -0.1 0.0 0.0
C -0.54747 1.30628 1.48697 -0.5 -0.1 0.2
C -2.75974 0.97397 2.40095 0.2 0.1 0.0
C -1.60336 -1.63539 -3.64514 -0.3 0.0 -0.4
C -2.01304 -0.13018 0.43626 0.0 0.0 0.1
C 1.89016 2.85374 -2.53106 0.0 0.3 0.0
C 0.65769 -3.73871 1.02953 0.6 0.2 0.5
C 0.74320 -4.88866 1.85011 -0.1 0.1 0.0
C 0.77521 1.94637 1.53703 0.4 0.5 0.4
C -1.45581 3.35031 -1.27203 0.1 0.1 0.1
C -0.34014 -3.69387 -0.08076 -0.1 0.8 -0.6
C 1.73095 4.17727 -2.81814 0.3 -0.3 0.0
C -0.89421 -6.07510 0.42059 -0.3 -0.1 -0.5
C 2.88930 2.16192 0.65994 0.0 0.1 0.1
C 2.32578 -3.68542 3.18466 0.0 0.1 -0.1
C -2.24239 -0.10123 -5.78702 0.1 0.0 0.0
C -1.03849 -4.97355 -0.35989 -0.8 -0.7 -0.5
C -1.22535 2.60283 3.47113 0.2 0.5 0.4
C -2.92619 -1.28627 -5.58808 -0.1 0.0 -0.1
C 3.24114 3.15922 1.56680 0.0 0.0 0.0
H -2.17559 -0.80174 -0.39857 -0.1 0.0 0.0
H 2.52073 4.28784 3.25857 0.1 0.0 0.0
H -1.43914 3.70879 -0.23903 0.0 0.0 0.0
H -1.84136 2.33416 -1.27845 0.0 0.0 0.0
H -2.12733 3.99508 -1.83815 0.0 0.0 0.0
H 2.38127 4.88464 -3.30036 0.0 0.1 0.0
H -1.45306 -6.97622 0.20938 0.0 0.0 0.0
H 3.36145 -1.02673 1.39212 0.0 0.1 -0.1
H 2.73973 2.22358 -2.73546 0.0 0.0 -0.1
H 4.22334 3.60810 1.53006 0.0 0.0 0.0
H 1.64948 -5.65013 3.65728 0.0 0.0 0.0
H 2.96335 -3.59292 4.05263 0.1 0.0 0.0
H -3.06549 -3.04021 -4.33621 -0.1 0.0 0.0
H -1.31384 -2.21801 -2.78690 0.0 -0.1 0.1
H -3.97106 -0.39946 1.28226 0.0 0.0 0.0
H -3.70313 -1.58021 -6.28086 0.0 0.0 0.0
H -2.45196 0.53619 -6.63298 0.0 0.0 0.0
H 4.16749 -1.80849 2.77571 0.0 0.0 0.0
H -3.48814 1.19757 3.16862 -0.1 0.0 0.0
H 2.77483 -0.76413 3.04037 0.0 0.1 0.0
H 0.03252 5.39356 -2.44983 0.0 0.0 0.0
H 3.60232 1.82412 -0.08410 0.0 0.0 0.0
```
Positions in Å, forces in eV/Å.

## Properties
DFT total energy (Ha): -9726.96452
HOMO-LUMO gap (hartree): 0.1284
Total charge: +2

Repeat the first record exactly.
The following is a quantum chemistry calculation of one molecule with the formula C7H7N3S, from the Open Molecules 2025 dataset.

Structure (XYZ):
```
18
Properties=species:S:1:pos:R:3:forces:R:3
S 2.31798 0.16108 1.58617 -1.3 -1.1 0.9
N -0.50774 -1.58236 -0.75687 -3.0 -0.6 -2.1
N 1.07377 1.79283 -0.14737 1.2 0.8 0.1
N 4.17168 0.90270 -1.39307 -0.7 0.0 0.5
C 0.23534 0.88495 0.10133 -1.4 1.4 -0.1
C 3.36039 1.14762 -0.60929 0.6 0.7 -0.3
C -1.16494 0.86723 -0.60266 2.2 0.0 -0.8
C 0.52521 -1.52921 0.11667 3.9 -0.9 2.5
C 0.62274 -0.23492 0.96943 0.4 -1.4 -0.1
C 2.42235 1.54481 0.47128 -0.6 -0.3 -1.3
C -1.24795 -0.62236 -1.10788 0.4 1.9 -0.9
H -1.17583 1.71232 -1.41032 0.2 -2.0 1.0
H 2.84253 2.37624 1.03994 -0.3 0.3 -0.5
H -1.86538 -0.64287 -2.02355 -0.1 -0.9 0.7
H 1.45667 -1.70431 -0.46961 -0.3 0.7 0.0
H -0.09194 -0.41569 1.75877 -0.1 0.4 0.6
H -2.04622 1.08961 -0.02546 -0.1 0.0 0.9
H 0.70836 -2.42277 0.81822 -1.2 1.0 -0.9
```
Positions in Å, forces in eV/Å.

## Properties
DFT total energy (Ha): -833.32092
Energy above the lowest of the compared OMol25 structures with the same formula, charge and spin (eV): 3.089
SMILES string: N#C[C@H]1N=C2CC=NC[C@H]2S1
HOMO-LUMO gap (hartree): 0.3557

- Which of these has the highest HOMO-LUMO gap?
  C7H7N3S

- What is the DFT total energy in the second record?
  -2783.05822 Ha